one:
12
Properties=species:S:1:pos:R:3 method="wB97M-V/def2-TZVPD" total_charge=0 homo_lumo_gap_ev=9.34
N -0.758 1.628 0.912
C 0.507 1.490 0.696
H -0.492 -1.889 -1.430
H 1.262 2.252 0.705
N -1.448 0.673 0.308
C 0.817 0.357 -0.250
C 0.954 -0.815 0.575
H 1.654 0.653 -0.828
N 0.995 -1.678 1.330
N -1.035 -1.152 -1.075
C -0.608 -0.070 -0.395
H -1.848 -1.449 -0.548

=====

two:
12
Properties=species:S:1:pos:R:3 method="wB97M-V/def2-TZVPD" total_charge=0 homo_lumo_gap_ev=8.36
C 0.019 1.318 -0.481
C -0.850 -1.427 0.311
N 1.026 -0.972 -1.168
C -1.257 0.812 -0.302
H 1.927 0.754 1.681
N 1.862 -0.014 0.820
H -2.001 1.604 -0.663
N 0.127 -1.801 -0.587
H -0.844 -2.146 1.237
C 1.051 0.245 -0.227
H 0.598 1.967 -0.989
N -1.659 -0.340 0.368

=====

What is the stability order? It is one, two, from most stable to least stable.

=====

one:
11
Properties=species:S:1:pos:R:3 method="wB97M-V/def2-TZVPD" smiles="CC1=[N+](C#N)C1" total_charge=+1 homo_lumo_gap_ev=10.39
C 0.422 0.067 0.297
C 1.339 -0.439 -0.734
N 3.668 -0.944 1.543
N 1.650 -0.088 0.602
H 1.695 0.328 -1.416
C 2.689 -0.396 1.330
H -1.529 -0.095 -0.159
H -1.158 1.434 0.525
H 1.183 -1.510 -0.965
C -1.005 0.314 0.593
H -1.174 -0.040 1.534

=====

two:
11
Properties=species:S:1:pos:R:3 method="wB97M-V/def2-TZVPD" total_charge=+1 homo_lumo_gap_ev=8.79
C 1.512 -0.576 -0.169
N 1.297 0.841 0.102
H 1.168 1.090 1.082
C -0.504 0.543 -0.659
H -2.117 1.018 0.768
N -0.995 -0.770 0.398
H -2.637 0.114 -0.707
H 2.101 -0.715 -1.079
C -1.805 0.350 -0.038
C 0.060 -0.730 -0.355
H 1.922 -1.165 0.657

=====

three:
11
Properties=species:S:1:pos:R:3 method="wB97M-V/def2-TZVPD" total_charge=+1 homo_lumo_gap_ev=9.58
C -0.141 -1.528 0.011
C 2.629 0.980 -0.016
N 1.709 0.141 0.040
H -0.412 -2.041 -0.902
N -2.354 0.176 -0.030
C -3.338 0.745 0.014
C 0.829 -0.680 0.031
H -4.264 1.259 0.051
H -0.726 -1.748 0.895
H 3.142 1.156 -0.954
H 2.926 1.542 0.862

=====

What is the stability order? It is three, one, two, from most stable to least stable.

=====

one:
11
Properties=species:S:1:pos:R:3 method="wB97M-V/def2-TZVPD" smiles="[NH2+]=C=C[C@H]1C=N1" total_charge=+1 homo_lumo_gap_ev=8.86
C -0.841 -0.394 0.740
H -1.293 -0.199 -1.464
C -0.104 0.615 1.137
N 0.571 1.683 1.063
C 0.637 -1.293 -1.395
N -0.184 -2.163 -1.169
H -1.474 -1.030 1.408
C -0.663 -0.706 -0.803
H 1.607 -0.796 -1.674
H 0.187 2.586 0.761
H 1.557 1.697 1.396

=====

two:
11
Properties=species:S:1:pos:R:3 method="wB97M-V/def2-TZVPD" smiles="[H]/N=C/C1=[N+]2C[C@@H]12" total_charge=+1 homo_lumo_gap_ev=8.67
H 2.914 -0.061 0.027
H -3.548 -0.191 0.071
N -2.714 0.150 -0.406
H 1.799 0.386 -1.549
C 1.980 0.166 -0.466
C 0.937 0.657 0.445
N 0.910 -0.797 -0.171
C -1.595 -0.244 0.033
C -0.215 0.063 -0.194
H 1.012 0.991 1.534
H -1.479 -1.119 0.676

=====

What is the stability order? It is one, two, from most stable to least stable.

=====

one:
15
Properties=species:S:1:pos:R:3 method="wB97M-V/def2-TZVPD" smiles="C=CCCC" total_charge=0 homo_lumo_gap_ev=10.64
H 2.670 -1.037 0.128
H -2.560 -0.166 -1.272
C 1.663 -0.851 -0.139
H -0.505 0.758 -1.329
H 1.031 -1.633 0.320
H -0.543 1.922 -0.059
H -0.810 -0.268 1.664
H 1.898 1.316 -0.145
H -3.070 -1.000 0.427
C -1.187 0.021 0.506
H 1.725 -0.919 -1.247
H 1.097 0.814 1.342
C -2.322 -0.446 -0.140
C -0.257 0.911 -0.269
C 1.172 0.579 0.213

=====

two:
15
Properties=species:S:1:pos:R:3 method="wB97M-V/def2-TZVPD" smiles=C1CCCC1 total_charge=0 homo_lumo_gap_ev=12.31
H 1.034 -1.952 0.539
H 0.254 1.639 -1.360
H -0.723 -0.627 1.688
H 1.830 0.339 0.819
C 0.202 1.239 -0.342
H 2.031 0.129 -0.916
C -0.830 -0.779 0.605
H 0.321 -1.557 -1.030
C 0.509 -1.171 -0.020
H 0.355 2.089 0.332
C -1.165 0.548 -0.092
C 1.285 0.151 -0.114
H -1.654 0.339 -1.052
H -1.860 1.164 0.488
H -1.590 -1.552 0.455

=====

three:
15
Properties=species:S:1:pos:R:3 method="wB97M-V/def2-TZVPD" total_charge=0 homo_lumo_gap_ev=8.49
H -0.646 2.270 0.945
C -0.117 -1.962 -0.431
H 1.636 0.257 -0.896
H 0.456 -2.631 0.227
H 1.923 -0.364 0.778
C -0.687 0.486 -0.609
C -1.128 1.813 0.054
H -0.505 -0.505 1.282
H -1.127 -2.353 -0.338
H -2.201 1.850 0.226
H -0.342 2.129 -0.692
H 1.282 1.189 0.455
C 1.222 0.154 0.113
H 0.381 -1.749 -1.366
C -0.147 -0.585 0.252

=====

four:
15
Properties=species:S:1:pos:R:3 method="wB97M-V/def2-TZVPD" smiles="C=CC.C=C" total_charge=0 homo_lumo_gap_ev=10.90
H 1.834 -1.215 -0.560
C -5.182 2.052 -0.161
C 2.642 -0.760 -0.007
H -3.605 3.059 -1.027
H 2.554 0.089 0.663
H 4.065 -3.230 -0.751
H -6.064 2.257 0.431
C 3.282 -1.903 0.831
H -5.129 4.109 -0.694
H 4.389 -3.607 0.965
C -4.645 3.144 -0.733
H 3.443 -0.435 -0.677
H 3.203 -1.775 1.896
C 3.934 -2.908 0.266
H -4.722 1.122 -0.442

=====

What is the stability order? It is two, one, four, three, from most stable to least stable.

=====

one:
10
Properties=species:S:1:pos:R:3 method="wB97M-V/def2-TZVPD" smiles="C#CC(=O)CO" total_charge=0 homo_lumo_gap_ev=10.75
O 1.222 -1.495 -0.036
C 0.097 -0.125 1.486
O 0.105 -0.413 -2.231
C -0.055 0.278 2.624
H -0.164 0.541 3.657
C -0.217 0.199 -1.002
H -1.307 0.226 -0.811
C 0.459 -0.579 0.127
H 0.193 1.260 -0.910
H -0.333 0.106 -2.903

=====

two:
10
Properties=species:S:1:pos:R:3 method="wB97M-V/def2-TZVPD" smiles="C#CCOC=O" total_charge=0 homo_lumo_gap_ev=11.34
C 0.133 0.534 -0.210
H 0.076 1.092 -1.150
H 3.500 -1.011 0.243
C -1.984 -0.257 0.453
O -0.867 -0.499 -0.245
H -2.644 -1.133 0.380
C 2.536 -0.573 0.105
H -0.088 1.218 0.613
O -2.237 0.746 1.067
C 1.449 -0.081 -0.046

=====

What is the stability order? It is two, one, from most stable to least stable.

=====

one:
10
Properties=species:S:1:pos:R:3 method="wB97M-V/def2-TZVPD" smiles="O=COC1C=C1" total_charge=0 homo_lumo_gap_ev=11.31
H 2.685 0.615 1.022
C 1.930 0.244 0.392
C -2.113 0.404 -0.145
C 1.512 -0.515 -0.602
H 0.010 -0.923 0.984
H -2.689 1.268 -0.556
H 1.719 -1.057 -1.435
C 0.436 -0.108 0.343
O -0.761 0.682 -0.051
O -2.730 -0.610 0.047

=====

two:
10
Properties=species:S:1:pos:R:3 method="wB97M-V/def2-TZVPD" smiles=Oc1ccco1 total_charge=0 homo_lumo_gap_ev=9.18
H 1.850 -1.322 -0.872
C 1.075 -0.868 -0.544
H -1.644 -0.119 0.920
C -0.648 0.008 0.553
H -0.953 2.323 0.355
C -0.027 -1.256 0.273
C -0.053 0.910 -0.081
O 0.877 0.448 -0.934
O -0.448 2.131 -0.439
H -0.028 -2.254 0.768

=====

three:
10
Properties=species:S:1:pos:R:3 method="wB97M-V/def2-TZVPD" total_charge=0 homo_lumo_gap_ev=10.17
H -0.686 2.137 -0.038
H -1.329 -0.205 -0.307
C -0.618 -0.065 0.508
C 0.656 1.999 1.365
C -0.216 1.387 0.614
H -1.063 -0.404 1.444
O 0.520 -0.911 0.303
O 0.205 -0.867 -1.942
H 1.714 -1.854 -0.977
C 0.818 -1.217 -0.970

=====

What is the stability order? It is two, one, three, from most stable to least stable.

=====

one:
10
Properties=species:S:1:pos:R:3 method="wB97M-V/def2-TZVPD" total_charge=0 homo_lumo_gap_ev="8.92 / 8.92"
H 0.741 -0.389 -1.810
C -0.367 1.386 0.089
C 0.764 0.772 0.402
C 0.433 -0.913 -0.922
H 1.837 0.784 0.419
C -0.338 -0.301 0.029
H 0.700 -1.961 -0.812
H -1.385 -0.583 1.659
O -1.166 -1.025 0.830
O -1.220 2.231 0.116

=====

two:
10
Properties=species:S:1:pos:R:3 method="wB97M-V/def2-TZVPD" total_charge=0 homo_lumo_gap_ev="7.40 / 7.31"
H 1.883 1.259 0.200
C -2.107 -0.390 0.021
O -2.561 0.671 0.328
C 1.408 0.291 0.038
C 2.087 -0.882 -0.409
H 3.111 -0.557 -0.695
H -0.436 1.235 0.580
O -0.768 -0.697 -0.008
C 0.068 0.331 0.248
H -2.686 -1.262 -0.303

=====

three:
10
Properties=species:S:1:pos:R:3 method="wB97M-V/def2-TZVPD" total_charge=0 homo_lumo_gap_ev="7.78 / 8.19"
C -1.777 -0.062 -1.026
H -2.815 -0.114 -0.872
O -1.112 0.134 0.804
C 1.333 -0.029 1.062
O 0.207 0.139 -2.420
H 1.976 0.175 1.914
H 1.591 0.629 0.229
C -0.809 0.054 -1.821
H 1.486 -1.058 0.731
C -0.079 0.132 1.399

=====

What is the stability order? It is one, two, three, from most stable to least stable.

=====

one:
10
Properties=species:S:1:pos:R:3 method="wB97M-V/def2-TZVPD" smiles="C=C=C=O.C=O" total_charge=0 homo_lumo_gap_ev=8.49
H -1.840 -0.446 -1.101
H -1.368 1.354 -0.875
C 1.274 -0.129 1.157
C 0.859 -0.600 -1.269
H 0.275 -0.081 1.596
H 2.126 -0.026 1.828
O 0.510 -0.900 -2.349
O -1.877 0.306 0.782
C 1.438 -0.310 -0.143
C -1.694 0.403 -0.407

=====

two:
10
Properties=species:S:1:pos:R:3 method="wB97M-V/def2-TZVPD" total_charge=0 homo_lumo_gap_ev=8.49
C -0.289 1.840 2.633
H -0.730 -0.245 -1.922
C -0.206 -0.919 -1.233
C -0.604 0.695 0.312
H -0.332 2.286 3.602
C -0.240 1.325 1.536
H -0.909 -1.602 -0.758
O 0.328 -0.088 -0.155
H 1.353 -1.093 -2.333
O 0.795 -1.665 -1.793

=====

three:
10
Properties=species:S:1:pos:R:3 method="wB97M-V/def2-TZVPD" smiles="O=CC=C=CO" total_charge=0 homo_lumo_gap_ev=9.61
C -1.597 -0.069 -0.824
O -2.190 -0.442 -1.806
C 0.259 -0.352 0.634
H 2.098 0.504 -0.665
H -1.609 0.990 -0.496
H 1.219 0.960 1.983
H -0.872 -2.023 -0.051
C 1.187 0.499 1.002
O 2.232 0.880 0.218
C -0.728 -0.947 0.005

=====

four:
10
Properties=species:S:1:pos:R:3 method="wB97M-V/def2-TZVPD" smiles="C=C=C.O=C=O" total_charge=0 homo_lumo_gap_ev=10.73
H -0.099 -0.596 -1.926
C -0.917 0.507 1.178
C -0.815 0.093 -0.087
H -1.746 -0.816 -1.619
H -1.086 1.603 1.606
O 2.232 0.068 1.176
C -0.860 -0.514 -1.239
H -0.708 -0.219 1.959
O 1.946 -0.098 -1.087
C 2.053 -0.028 0.039

=====

What is the stability order? It is four, three, one, two, from most stable to least stable.

=====

one:
10
Properties=species:S:1:pos:R:3 method="wB97M-V/def2-TZVPD" smiles="C#CC(=O)OC" total_charge=0 homo_lumo_gap_ev=10.50
H 1.333 1.257 -1.108
H -1.107 -0.041 3.247
O 0.549 -0.615 0.678
C 0.787 0.428 -1.567
C -1.537 -0.022 2.274
H 0.686 0.566 -2.637
C -0.470 -0.157 0.206
O -0.535 0.380 -1.007
C -1.645 -0.079 1.069
H 1.309 -0.497 -1.328

=====

two:
10
Properties=species:S:1:pos:R:3 method="wB97M-V/def2-TZVPD" total_charge=0 homo_lumo_gap_ev="7.60 / 7.17"
H 2.225 0.324 1.374
C -1.781 -0.042 -0.147
H 0.385 0.351 1.618
C 0.992 -0.155 -0.319
O -1.921 1.106 -0.625
H 1.828 -0.665 -0.770
O -2.175 -0.655 0.768
C -0.280 -0.420 -0.878
C 1.203 0.340 0.959
H -0.477 -0.183 -1.980

=====

three:
10
Properties=species:S:1:pos:R:3 method="wB97M-V/def2-TZVPD" total_charge=0 homo_lumo_gap_ev=7.76
C 0.934 -1.093 -0.076
H -1.699 -0.295 -0.747
C -0.305 0.852 0.252
C -1.493 0.261 0.143
C 0.963 0.312 -0.243
O 1.062 -1.201 -1.297
H 0.830 -1.862 0.677
H 1.826 0.844 -0.588
H -2.311 0.535 0.791
O 0.194 1.647 1.090

=====

four:
10
Properties=species:S:1:pos:R:3 method="wB97M-V/def2-TZVPD" total_charge=0 homo_lumo_gap_ev="7.18 / 7.46"
H 1.007 -0.533 0.801
C 0.014 -0.725 -1.590
C -0.799 1.906 2.212
O 1.016 -1.589 -1.340
O -0.297 0.103 -0.678
C -0.337 1.107 1.426
C 0.222 0.165 0.555
H 0.821 -2.454 -1.722
H -1.207 2.613 2.900
H -0.439 -0.592 -2.563

=====

What is the stability order? It is one, two, three, four, from most stable to least stable.

=====

one:
10
Properties=species:S:1:pos:R:3 method="wB97M-V/def2-TZVPD" smiles="COc1cc1=O" total_charge=0 homo_lumo_gap_ev=9.88
C -0.643 0.224 0.043
C 1.617 0.561 -0.141
O -3.200 0.049 -0.101
C -1.007 -1.105 0.218
H 1.458 -0.543 -0.097
O 0.310 1.108 -0.003
H -0.653 -2.082 0.438
H 1.894 0.956 -1.083
H 2.276 1.061 0.698
C -2.051 -0.228 0.028

=====

two:
10
Properties=species:S:1:pos:R:3 method="wB97M-V/def2-TZVPD" total_charge=0 homo_lumo_gap_ev=10.68
C 0.330 -0.694 0.623
H -0.823 1.257 0.860
H -0.005 -1.176 1.551
O 1.659 -0.955 0.383
C -0.651 -0.825 -0.481
H -2.037 0.360 -1.835
O 0.884 1.451 -0.275
H 1.951 -0.137 -0.073
C -1.386 -0.120 -1.146
C 0.081 0.841 0.393

=====

three:
10
Properties=species:S:1:pos:R:3 method="wB97M-V/def2-TZVPD" total_charge=0 homo_lumo_gap_ev="7.15 / 7.46"
H 3.074 -0.452 -0.482
C -1.315 -0.558 -0.175
H -1.077 -1.627 -0.039
C -0.188 0.379 -0.061
H 0.442 -0.528 1.123
O -0.491 1.668 -0.174
H -1.471 1.697 -0.232
C 1.088 -0.128 0.203
O -2.417 -0.144 -0.483
C 2.356 -0.308 0.320

=====

four:
10
Properties=species:S:1:pos:R:3 method="wB97M-V/def2-TZVPD" total_charge=0 homo_lumo_gap_ev="7.43 / 7.77"
C 0.748 -0.468 0.610
C 1.258 -0.982 -0.519
H 0.624 -1.403 -1.286
H 2.325 -0.942 -0.680
O -1.555 1.630 -0.936
C -1.507 0.914 0.169
H 1.316 -0.067 1.435
O -0.630 -1.166 1.291
H -1.738 2.555 -0.719
C -0.841 -0.070 0.635

=====

What is the stability order? It is one, two, three, four, from most stable to least stable.

=====

one:
10
Properties=species:S:1:pos:R:3 method="wB97M-V/def2-TZVPD" smiles="O=C1C[C@H]2O[C@@H]12" total_charge=0 homo_lumo_gap_ev=10.24
H 0.830 0.644 1.703
C -0.022 0.971 -0.290
C 0.870 0.328 0.659
H -0.706 1.774 -0.115
H -1.587 -0.889 -1.417
C -0.159 -0.999 0.375
H 1.878 0.138 0.299
O 0.097 0.374 -1.522
C -0.762 -0.488 -0.837
O -0.435 -1.874 1.148

=====

two:
10
Properties=species:S:1:pos:R:3 method="wB97M-V/def2-TZVPD" smiles="O=C=C=CCO" total_charge=0 homo_lumo_gap_ev=8.78
C -0.999 0.361 -0.908
C -1.930 1.288 -1.034
C -0.278 0.081 0.180
H 2.305 0.204 0.333
H 0.392 -1.742 1.018
O 1.920 -0.437 0.945
H -0.403 0.663 1.097
O -2.772 2.036 -1.326
C 0.770 -0.981 0.326
H 0.994 -1.472 -0.630

=====

What is the stability order? It is two, one, from most stable to least stable.

=====

one:
14
Properties=species:S:1:pos:R:3 method="wB97M-V/def2-TZVPD" total_charge=0 homo_lumo_gap_ev=8.79
H 2.573 0.467 -0.506
N 0.457 0.185 -1.000
N -1.916 0.838 -0.196
H -2.719 1.307 0.184
C -0.070 -0.666 -0.205
H -0.130 -2.222 1.083
H -1.374 1.210 -0.968
C 1.595 0.955 -0.568
C -1.409 -0.248 0.411
O -1.815 -0.772 1.440
H 1.673 1.844 -1.202
H 1.295 -2.187 0.066
N 0.442 -1.760 0.388
H 1.346 1.294 0.450

=====

two:
14
Properties=species:S:1:pos:R:3 method="wB97M-V/def2-TZVPD" smiles="NC1(N)CN1C=O" total_charge=0 homo_lumo_gap_ev=8.70
H -0.158 2.312 0.414
H 1.527 -1.419 -1.305
N 0.631 -1.188 -0.903
N -0.629 0.242 0.534
O -2.913 0.272 0.827
C -1.925 -0.238 0.365
H -0.148 -1.224 -1.542
C -0.198 1.418 -0.193
H 1.475 -0.193 1.884
H -2.015 -1.153 -0.256
N 1.702 -0.126 0.902
H 2.591 -0.023 0.431
C 0.592 -0.191 0.063
H -0.531 1.511 -1.222

=====

What is the stability order? It is one, two, from most stable to least stable.